Record 1
C3HCl3F2 | ωB97M-V with the def2-TZVPD basis set

Values from the calculation:
Energy above the lowest of the compared OMol25 structures with the same formula, charge and spin   55.6 kcal per mole
SMILES   FC1=C(F)C1(Cl)Cl.Cl
Lowest unoccupied orbital energy   0.2 eV
HOMO   -0.398 hartree
Orbital gap   11.02 eV
Spin multiplicity   1

Each line ends with the Löwdin charge.
CARTESIAN COORDINATES (ANGSTROEM)
F: 2.815 1.129 0.843  0.123
C: 1.649 0.617 0.431  -0.167
C: 0.447 0.744 -0.107  -0.225
F: -0.462 1.382 -0.768  0.158
C: 0.926 -0.645 0.120  -1.020
Cl: 0.187 -1.614 1.392  0.610
Cl: 1.457 -1.728 -1.306  0.515
Cl: -4.065 0.165 0.024  0.253
H: -2.952 -0.051 -0.629  -0.248

Record 2
C29H29NO5 | ωB97M-V with the def2-TZVPD basis set

Values from the calculation:
Energy above the lowest of the compared OMol25 structures with the same formula, charge and spin   1.8 kcal per mole
SMILES   COc1cc([C@@H]2Nc3ccc4ccccc4c3C3=C2C(=O)CC(C)(C)C3)ccc1O[C@@H](C)C(=O)O
Lowest unoccupied orbital energy   -0.2 eV
HOMO   -0.279 hartree
Orbital gap   7.39 eV
Spin multiplicity   1

Each line ends with the Löwdin charge.
CARTESIAN COORDINATES (ANGSTROEM)
C: 4.256 -0.601 0.903  -0.070
O: 2.989 -0.706 0.295  -0.060
C: 2.440 0.347 -0.371  -0.179
C: 1.072 0.219 -0.608  0.075
C: 0.348 1.180 -1.289  -0.143
C: -1.155 1.072 -1.481  -0.201
N: -1.856 1.799 -0.440  0.108
C: -1.951 1.253 0.801  -0.187
C: -2.234 2.084 1.906  -0.001
C: -2.349 1.558 3.155  -0.018
C: -2.105 0.186 3.387  -0.168
C: -2.103 -0.332 4.696  -0.038
C: -1.792 -1.641 4.936  -0.089
C: -1.435 -2.469 3.865  -0.075
C: -1.452 -1.997 2.579  -0.032
C: -1.830 -0.671 2.286  -0.097
C: -1.873 -0.140 0.962  -0.054
C: -1.975 -0.922 -0.255  -0.093
C: -1.683 -0.339 -1.447  -0.075
C: -1.915 -0.971 -2.739  -0.345
O: -1.664 -0.409 -3.791  0.089
C: -2.483 -2.373 -2.703  -0.058
C: -3.384 -2.609 -1.490  -0.546
C: -4.619 -1.709 -1.558  -0.022
C: -3.833 -4.072 -1.457  -0.047
C: -2.560 -2.304 -0.232  -0.090
C: 1.013 2.311 -1.744  -0.021
C: 2.369 2.456 -1.530  0.005
C: 3.099 1.488 -0.850  -0.168
O: 4.472 1.601 -0.676  -0.080
C: 5.027 2.905 -0.604  -0.283
C: 6.330 2.818 0.192  0.001
C: 5.369 3.429 -2.011  -0.521
O: 5.536 4.590 -2.251  0.131
O: 5.502 2.464 -2.917  0.146
H: 5.060 -0.540 0.166  0.091
H: 4.311 0.261 1.573  0.097
H: 4.368 -1.515 1.486  0.095
H: 0.600 -0.674 -0.235  0.127
H: -1.412 1.514 -2.451  0.151
H: -1.854 2.805 -0.503  0.145
H: -2.366 3.143 1.735  0.113
H: -2.589 2.192 3.997  0.115
H: -2.336 0.337 5.513  0.111
H: -1.790 -2.032 5.943  0.100
H: -1.132 -3.488 4.059  0.103
H: -1.120 -2.644 1.786  0.099
H: -3.016 -2.554 -3.638  0.134
H: -1.634 -3.064 -2.670  0.140
H: -4.335 -0.659 -1.580  0.088
H: -5.194 -1.925 -2.455  0.090
H: -5.256 -1.875 -0.692  0.090
H: -4.456 -4.259 -0.585  0.086
H: -2.975 -4.741 -1.415  0.084
H: -4.409 -4.312 -2.347  0.086
H: -3.180 -2.429 0.658  0.132
H: -1.748 -3.037 -0.186  0.130
H: 0.478 3.076 -2.285  0.118
H: 2.870 3.330 -1.917  0.118
H: 4.336 3.602 -0.114  0.166
H: 6.800 3.796 0.221  0.094
H: 6.127 2.484 1.206  0.085
H: 7.008 2.110 -0.280  0.095
H: 5.276 1.605 -2.513  0.126

Record 3
C24H19IrN4S | ωB97M-V with the def2-TZVPD basis set

Values from the calculation:
⟨S²⟩   6.03
Lowest unoccupied orbital energy (spin up / spin down)   -6.1 / -8.9 eV
HOMO (spin up / spin down)   -0.509 / -0.518 hartree
Orbital gap (spin up / spin down)   7.74 / 5.24 eV
Charge   +2
Spin multiplicity   5

Each line ends with the Löwdin charge.
CARTESIAN COORDINATES (ANGSTROEM)
Ir: -0.912 -0.363 0.322  1.286
C: -4.408 2.241 0.900  -0.036
C: -4.565 2.748 -0.389  -0.009
C: -3.741 2.324 -1.423  0.004
C: -2.734 1.395 -1.189  -0.184
C: -2.576 0.876 0.127  -0.268
C: -3.422 1.305 1.150  -0.099
C: -1.829 0.928 -2.246  -0.210
C: -1.884 1.356 -3.586  0.031
C: -0.983 0.879 -4.494  0.047
C: 0.002 -0.054 -4.104  -0.132
C: 0.965 -0.596 -4.981  0.002
C: 1.892 -1.490 -4.525  -0.037
C: 1.898 -1.888 -3.172  -0.039
C: 0.972 -1.386 -2.302  -0.036
C: 0.006 -0.457 -2.745  -0.209
N: -0.907 0.044 -1.872  -0.013
H: -5.055 2.572 1.701  0.123
H: -5.340 3.476 -0.587  0.127
H: -3.898 2.724 -2.414  0.117
H: -3.318 0.909 2.152  0.104
H: -2.639 2.061 -3.898  0.118
H: -1.018 1.214 -5.523  0.139
H: 0.956 -0.299 -6.022  0.130
H: 2.627 -1.906 -5.201  0.122
H: 2.639 -2.599 -2.832  0.119
H: 0.954 -1.688 -1.257  0.076
C: 2.933 2.979 2.147  -0.013
N: 2.702 1.611 2.589  -0.112
C: 3.374 0.974 3.605  0.011
C: 2.868 -0.261 3.713  0.004
N: 1.860 -0.397 2.750  0.039
C: 1.781 0.786 2.060  -0.626
S: 0.859 1.321 0.732  0.720
C: 1.118 -1.597 2.604  -0.203
C: 1.447 -2.686 3.406  0.036
C: 0.754 -3.874 3.285  0.011
C: -0.271 -3.965 2.356  -0.009
C: -0.555 -2.849 1.613  -0.128
N: 0.114 -1.673 1.720  -0.070
H: 3.731 3.409 2.743  0.108
H: 2.027 3.571 2.270  0.102
H: 3.216 2.994 1.095  0.097
H: 4.160 1.450 4.167  0.149
H: 3.156 -1.029 4.402  0.124
H: 2.241 -2.629 4.129  0.112
H: 1.014 -4.716 3.913  0.137
H: -0.842 -4.872 2.221  0.132
H: -1.365 -2.873 0.891  0.103

Record 4
C9H21NSi | ωB97M-V with the def2-TZVPD basis set

Values from the calculation:
Energy above the lowest of the compared OMol25 structures with the same formula, charge and spin   62.1 kcal per mole
SMILES   [H]/N=C/[C@H](C(C)(C)C)[Si](C)(C)C
Lowest unoccupied orbital energy   0.8 eV
HOMO   -0.329 hartree
Orbital gap   9.80 eV
Spin multiplicity   1

Each line ends with the Löwdin charge.
CARTESIAN COORDINATES (ANGSTROEM)
H: -3.717 -1.695 0.103  0.051
N: -2.740 -1.657 0.333  0.080
C: -2.022 -0.909 -0.308  -0.236
C: -0.523 -0.452 0.327  -0.261
C: -0.736 0.969 0.910  -0.540
C: 0.464 1.220 1.872  -0.034
C: -2.073 1.136 1.684  -0.054
C: -0.761 2.147 -0.195  -0.049
Si: 1.011 -0.981 -0.740  0.679
C: 2.597 -0.287 -0.027  -0.175
C: 1.038 -3.014 -0.644  -0.144
C: 0.654 -0.319 -2.518  -0.135
H: -2.361 -0.465 -1.304  0.125
H: -0.435 -1.106 1.148  0.074
H: 1.277 0.585 1.614  0.019
H: 0.055 0.908 2.824  0.077
H: 0.604 2.309 1.915  0.093
H: -1.931 0.569 2.514  0.041
H: -3.032 0.720 1.312  0.088
H: -2.122 2.144 1.855  0.053
H: -1.624 2.183 -0.852  0.071
H: -0.652 3.178 0.177  0.078
H: 0.105 1.995 -0.820  0.048
H: 2.591 0.709 -0.465  0.045
H: 2.962 -0.336 0.981  0.044
H: 3.297 -0.748 -0.561  -0.029
H: 2.121 -3.223 -0.472  0.026
H: 0.401 -3.523 -0.014  -0.021
H: 0.698 -3.396 -1.585  -0.001
H: 1.503 0.279 -2.852  0.041
H: 0.285 -0.908 -3.267  0.000
H: -0.047 0.361 -2.338  -0.055

Record 5
C17H17N6O4RbS2 | ωB97M-V with the def2-TZVPD basis set

Values from the calculation:
Energy above the lowest of the compared OMol25 structures with the same formula, charge and spin   0.0 kcal per mole
Lowest unoccupied orbital energy   3.2 eV
HOMO   -0.025 hartree
Orbital gap   3.85 eV
Charge   -2
Spin multiplicity   1

Each line ends with the Löwdin charge.
CARTESIAN COORDINATES (ANGSTROEM)
Rb: 1.552 -12.770 5.195  0.865
N: -1.082 -15.437 7.011  -0.009
C: 0.274 -15.395 7.020  -0.184
N: 0.749 -16.251 6.100  0.124
C: -0.403 -16.749 5.553  -0.362
N: -1.510 -16.233 6.040  0.123
C: 0.337 -16.877 3.411  -0.138
C: 1.724 -16.657 3.500  -0.106
N: 2.385 -15.817 2.741  0.066
C: 1.663 -15.241 1.757  -0.170
C: 0.295 -15.420 1.644  -0.153
N: -0.361 -16.274 2.420  0.142
H: -1.686 -14.786 7.523  -0.016
H: 0.857 -14.864 7.740  0.076
H: 2.294 -17.050 4.352  0.107
H: 2.238 -14.663 1.051  0.081
H: -0.338 -14.846 0.940  0.101
C: 4.849 -13.662 8.430  -0.161
C: 4.491 -15.154 8.546  -0.148
C: 4.089 -15.602 7.103  -0.144
O: 4.228 -14.403 6.246  -0.211
C: 5.075 -13.488 6.942  -0.240
H: 5.748 -13.378 9.039  0.117
H: 4.039 -12.997 8.731  0.100
H: 3.643 -15.365 9.211  0.110
H: 5.297 -15.834 8.899  0.103
H: 3.050 -15.945 6.993  0.089
H: 4.748 -16.409 6.737  0.110
H: 4.852 -12.467 6.547  0.121
H: 6.128 -13.707 6.626  0.117
N: -2.184 -22.669 3.187  0.040
C: -1.892 -21.603 3.523  -0.318
C: -1.549 -20.323 3.974  -0.340
C: -2.399 -19.217 3.881  -0.084
C: -1.886 -17.945 4.091  -0.067
C: -0.458 -17.724 4.452  -0.374
C: 0.250 -18.951 4.881  -0.066
C: -0.244 -20.198 4.528  -0.083
H: -3.486 -19.359 3.773  0.104
H: -2.575 -17.104 4.105  0.083
H: 1.223 -18.927 5.387  0.087
H: 0.405 -21.055 4.750  0.099
O: 1.364 -12.940 8.443  -0.522
S: 0.259 -11.976 8.362  -0.073
O: 0.192 -11.482 6.955  -0.720
O: 0.409 -10.930 9.347  -0.450
S: -1.490 -12.926 8.631  0.173

Record 6
C25H27NO4 | ωB97M-V with the def2-TZVPD basis set

Values from the calculation:
Energy above the lowest of the compared OMol25 structures with the same formula, charge and spin   3.0 kcal per mole
SMILES   COc1cc(OC)c(C(=O)N(CCc2ccccc2)Cc2ccccc2)cc1OC
Lowest unoccupied orbital energy   0.7 eV
HOMO   -0.284 hartree
Orbital gap   8.47 eV
Spin multiplicity   1

Each line ends with the Löwdin charge.
CARTESIAN COORDINATES (ANGSTROEM)
C: 3.558 -3.597 2.354  -0.072
O: 3.419 -2.208 2.154  -0.063
C: 2.193 -1.637 1.988  -0.188
C: 2.257 -0.286 1.655  0.066
C: 1.122 0.468 1.406  -0.228
O: 1.137 1.790 1.060  -0.097
C: 2.373 2.463 1.060  -0.076
C: -0.123 -0.155 1.492  -0.077
C: -1.410 0.563 1.225  -0.405
O: -2.196 0.832 2.116  0.085
N: -1.678 0.820 -0.078  -0.031
C: -2.929 1.475 -0.397  -0.139
C: -2.811 3.008 -0.374  -0.113
C: -1.848 3.499 -1.414  -0.244
C: -2.243 3.628 -2.740  -0.050
C: -1.343 4.038 -3.708  -0.086
C: -0.034 4.325 -3.360  -0.095
C: 0.369 4.202 -2.041  -0.081
C: -0.533 3.792 -1.075  -0.050
C: -0.757 0.479 -1.145  -0.092
C: -0.446 -0.997 -1.186  -0.206
C: 0.859 -1.446 -1.334  -0.038
C: 1.142 -2.800 -1.341  -0.074
C: 0.120 -3.724 -1.210  -0.095
C: -1.188 -3.285 -1.083  -0.093
C: -1.469 -1.931 -1.072  -0.038
C: -0.193 -1.482 1.885  0.051
C: 0.937 -2.250 2.125  -0.183
O: 0.878 -3.575 2.487  -0.114
C: -0.385 -4.186 2.577  -0.074
H: 3.122 -3.916 3.302  0.094
H: 4.634 -3.774 2.369  0.093
H: 3.106 -4.166 1.540  0.093
H: 3.247 0.136 1.588  0.121
H: 3.048 2.065 0.295  0.099
H: 2.145 3.503 0.832  0.087
H: 2.860 2.407 2.038  0.101
H: -3.267 1.136 -1.380  0.126
H: -3.656 1.172 0.362  0.123
H: -2.477 3.305 0.621  0.121
H: -3.803 3.428 -0.549  0.120
H: -3.266 3.409 -3.016  0.114
H: -1.664 4.137 -4.735  0.101
H: 0.669 4.646 -4.115  0.099
H: 1.389 4.427 -1.767  0.099
H: -0.221 3.686 -0.047  0.104
H: -1.222 0.778 -2.089  0.138
H: 0.169 1.053 -1.045  0.116
H: 1.661 -0.729 -1.430  0.118
H: 2.164 -3.134 -1.445  0.106
H: 0.340 -4.781 -1.208  0.103
H: -1.992 -4.001 -0.991  0.104
H: -2.489 -1.592 -0.959  0.119
H: -1.174 -1.916 1.982  0.126
H: -0.184 -5.223 2.846  0.097
H: -1.002 -3.725 3.354  0.100
H: -0.915 -4.154 1.620  0.080

Record 7
C16H11N3OS3 | ωB97M-V with the def2-TZVPD basis set

Values from the calculation:
Energy above the lowest of the compared OMol25 structures with the same formula, charge and spin   2.5 kcal per mole
SMILES   Cc1nnc(SC(=O)N2c3ccccc3Sc3ccccc32)s1
Lowest unoccupied orbital energy   0.4 eV
HOMO   -0.302 hartree
Orbital gap   8.62 eV
Spin multiplicity   1

Each line ends with the Löwdin charge.
CARTESIAN COORDINATES (ANGSTROEM)
C: -4.097 0.067 3.180  -0.092
C: -3.050 -0.692 2.460  -0.644
N: -1.874 -0.902 2.961  0.024
N: -1.067 -1.560 2.066  -0.025
C: -1.615 -1.822 0.918  -0.954
S: -0.930 -2.733 -0.408  1.019
C: 0.698 -2.071 -0.346  -0.673
O: 1.524 -2.875 0.080  0.024
N: 1.043 -0.821 -0.856  0.002
C: 2.201 -0.177 -0.401  -0.217
C: 3.461 -0.705 -0.703  0.013
C: 4.638 -0.123 -0.183  -0.056
C: 4.533 1.007 0.641  -0.084
C: 3.288 1.563 0.907  -0.080
C: 2.099 1.009 0.335  -0.418
S: 0.508 1.706 0.666  1.041
C: -0.347 1.148 -0.793  -0.434
C: -1.416 1.865 -1.334  -0.075
C: -2.054 1.447 -2.536  -0.080
C: -1.605 0.344 -3.177  -0.094
C: -0.600 -0.455 -2.612  -0.019
C: 0.045 -0.054 -1.422  -0.269
S: -3.254 -1.304 0.821  1.026
H: -3.685 0.600 4.027  0.078
H: -4.945 -0.586 3.497  0.093
H: -4.486 0.837 2.493  0.078
H: 3.553 -1.564 -1.320  0.108
H: 5.615 -0.512 -0.427  0.100
H: 5.401 1.429 1.121  0.101
H: 3.238 2.464 1.462  0.090
H: -1.700 2.759 -0.823  0.093
H: -2.801 2.044 -3.023  0.102
H: -2.016 0.008 -4.117  0.106
H: -0.303 -1.341 -3.155  0.114

Record 8
C39H52BN8PS3Tl | ωB97M-V with the def2-TZVPD basis set

Values from the calculation:
Energy above the lowest of the compared OMol25 structures with the same formula, charge and spin   29.3 kcal per mole
Lowest unoccupied orbital energy   2.5 eV
HOMO   -0.118 hartree
Orbital gap   5.71 eV
Charge   -1
Spin multiplicity   1

Each line ends with the Löwdin charge.
CARTESIAN COORDINATES (ANGSTROEM)
Tl: 0.143 0.083 -0.425  0.388
C: 0.125 4.922 2.575  -0.044
C: -0.963 4.117 1.854  -0.550
C: -2.284 4.887 1.892  -0.050
C: -1.173 2.772 2.552  -0.107
N: -0.550 3.933 0.459  -0.015
C: -1.181 4.459 -0.641  -0.071
C: -0.483 4.082 -1.733  -0.065
N: 0.584 3.330 -1.331  0.050
B: 1.613 2.842 -2.400  -0.593
N: 2.945 2.490 -1.721  0.017
C: 3.747 3.498 -1.256  -0.083
C: 4.747 2.955 -0.533  -0.063
N: 4.576 1.592 -0.542  -0.006
C: 3.455 1.328 -1.272  -0.722
S: 2.875 -0.202 -1.663  0.715
C: 5.388 0.620 0.196  -0.550
C: 6.031 -0.354 -0.796  -0.051
C: 4.488 -0.121 1.185  -0.044
C: 6.492 1.343 0.972  -0.052
N: 0.957 1.739 -3.245  0.011
C: 0.891 1.817 -4.609  -0.064
C: 0.093 0.816 -5.040  -0.057
N: -0.313 0.124 -3.930  -0.021
C: 0.220 0.693 -2.823  -0.194
S: -2.025 1.068 -0.212  0.042
C: -1.263 -0.989 -3.937  -0.542
C: -0.800 -2.061 -2.953  -0.038
C: -1.354 -1.613 -5.335  -0.049
C: -2.629 -0.449 -3.505  -0.034
C: 0.511 3.218 0.007  -0.717
S: 1.575 2.307 0.973  0.705
H: -0.169 5.093 3.608  0.082
H: 0.281 5.883 2.086  0.083
H: 1.061 4.371 2.567  0.036
H: -2.606 4.984 2.926  0.084
H: -3.052 4.343 1.348  0.088
H: -2.179 5.889 1.478  0.079
H: -1.655 2.930 3.514  0.081
H: -0.224 2.272 2.715  0.010
H: -1.795 2.124 1.934  -0.029
H: -2.083 5.029 -0.596  0.108
H: -0.660 4.269 -2.773  0.122
H: 1.835 3.786 -3.111  0.121
H: 3.535 4.525 -1.476  0.120
H: 5.561 3.435 -0.034  0.105
H: 5.257 -0.892 -1.334  0.019
H: 6.652 -1.069 -0.263  0.082
H: 6.649 0.184 -1.514  0.086
H: 3.707 -0.653 0.653  0.012
H: 4.007 0.581 1.861  0.076
H: 5.062 -0.840 1.762  0.090
H: 7.172 1.870 0.304  0.081
H: 7.071 0.609 1.528  0.086
H: 6.059 2.042 1.683  0.085
H: 1.418 2.567 -5.166  0.110
H: -0.196 0.559 -6.037  0.103
H: 0.263 -2.266 -3.059  0.099
H: -1.357 -2.981 -3.117  0.082
H: -0.987 -1.728 -1.932  -0.002
H: -0.364 -1.872 -5.702  0.087
H: -1.842 -0.954 -6.049  0.074
H: -1.943 -2.525 -5.278  0.082
H: -2.549 0.014 -2.519  -0.010
H: -3.356 -1.255 -3.444  0.088
H: -2.987 0.302 -4.208  0.085
C: -3.009 -1.214 4.949  -0.108
C: -2.230 -2.297 4.581  -0.101
C: -1.978 -2.559 3.246  -0.092
C: -2.510 -1.734 2.259  -0.346
C: -3.278 -0.635 2.635  -0.132
C: -3.531 -0.382 3.973  -0.093
P: -2.219 -1.973 0.461  1.003
C: -3.482 -3.224 0.080  -0.354
C: -4.800 -3.023 0.504  -0.090
C: -5.835 -3.771 -0.020  -0.103
C: -5.580 -4.758 -0.960  -0.116
C: -4.278 -4.960 -1.395  -0.104
C: -3.246 -4.184 -0.908  -0.117
C: -0.653 -2.914 0.521  -0.439
C: -0.595 -4.261 0.872  -0.136
C: 0.623 -4.911 0.929  -0.098
C: 1.779 -4.224 0.602  -0.095
C: 1.718 -2.885 0.247  -0.145
C: 0.511 -2.202 0.208  -0.252
H: -3.198 -1.010 5.994  0.095
H: -1.797 -2.933 5.340  0.099
H: -1.357 -3.404 2.985  0.087
H: -3.646 0.034 1.867  0.059
H: -4.123 0.477 4.260  0.098
H: -4.998 -2.275 1.260  0.095
H: -6.855 -3.591 0.300  0.096
H: -6.386 -5.353 -1.370  0.090
H: -4.075 -5.722 -2.135  0.095
H: -2.239 -4.327 -1.279  0.092
H: -1.512 -4.796 1.089  0.102
H: 0.668 -5.951 1.228  0.094
H: 2.736 -4.732 0.605  0.096
H: 2.637 -2.386 -0.023  0.041
N: 0.684 -0.347 4.371  -0.078
N: 1.246 -1.130 3.313  -0.062
H: -0.290 -0.090 4.175  0.047
H: 1.223 0.515 4.403  0.051
H: 1.069 -0.710 2.392  0.020
H: 0.782 -2.036 3.325  0.045